Formula: C24H33IrO5
Source: OMol25
Level of theory: ωB97M-V with the def2-TZVPD basis set

```
63
Properties=species:S:1:pos:R:3
O 2.42340 -1.28636 -3.27856
H 3.04737 -0.72375 -6.82277
C 2.09506 -0.01177 3.39684
C -0.77537 -0.83957 -4.58806
O -1.50345 1.60145 0.06511
C 0.09446 1.14967 -3.30473
H 0.69821 2.25948 3.59551
H 0.68912 -0.87446 -1.44491
H 1.04090 1.51567 -2.89413
H -1.03314 2.15018 3.76417
H 1.56857 -0.18172 6.72449
C -1.72025 -0.09898 5.56295
H 0.22262 -2.94466 -5.72515
H -2.54738 3.52188 -1.48709
C -1.26631 -2.00285 4.30621
Ir 0.04017 -0.14696 4.30776
C -1.05178 1.32032 -2.30822
C -1.45032 0.17651 -0.14853
C -1.18675 -1.42827 5.62298
C 1.80016 -1.39349 3.57841
H -1.42080 -3.66822 -5.70880
C -2.16795 0.11864 4.21690
H -2.26855 -0.49884 -2.03407
H -1.29604 4.28074 -0.46145
H 1.17509 3.02325 -1.41545
H 3.12743 -2.13554 -5.70715
O -1.21189 -2.11528 -4.39693
C -0.15198 1.59937 3.43790
C 2.06394 0.62448 4.68769
H 1.68836 -2.13204 2.78596
H 2.18285 1.68122 4.89738
H -0.89437 -2.97857 4.00551
O -1.11396 -0.13676 -5.51651
H -2.01903 -1.15651 2.37208
H -1.01073 4.06690 -2.20396
C 1.72761 -0.36212 5.66367
H -1.75682 0.60917 6.38495
C -0.18009 -0.97567 -2.10665
H -2.59681 1.03712 3.83815
C -1.46816 3.61324 -1.31337
H 0.69744 2.92924 0.29088
C 2.99538 -1.04798 -5.78233
H 1.13424 1.44214 -0.57196
C -0.84012 2.24640 -1.06301
C 0.63559 2.41522 -0.67871
C -1.86860 -1.04172 3.44120
C 1.54771 -0.82635 -3.99567
C 1.60565 -1.62016 4.97580
H -0.09271 1.60785 -4.28130
H -2.37215 -0.26433 0.26069
H -0.25245 1.43926 2.35724
O 1.68560 -0.68716 -5.32328
C -1.32219 -0.08466 -1.64991
H -1.95817 1.63337 -2.85282
H -0.30183 -3.95253 -4.33380
H 3.76843 -0.55741 -5.17719
H 1.35580 -2.57277 5.43403
H 2.24829 0.46788 2.43303
H -0.59485 -0.23472 0.42762
C 0.19650 -0.37563 -3.48069
C -0.62623 -3.24015 -5.09694
H -0.46342 -2.03193 -2.18865
H -0.77130 -1.90077 6.50765
```

Properties
E_tot = -1414.53896 Ha
⟨S²⟩ = 6.02
multiplicity = 5
net charge = -2

Results of the natural (NBO) charge analysis, in e, for atoms 1 through 8: -0.694, 0.174, -0.302, 0.597, -0.569, -0.409, 0.176, 0.199


Formula: C24H33N2O3
Source: OMol25
Level of theory: ωB97M-V with the def2-TZVPD basis set

```
62
Properties=species:S:1:pos:R:3
H 5.00725 1.45300 -1.28911
C -1.13709 2.41499 1.61922
C -2.59362 0.91213 0.41731
C -6.34534 -2.32254 0.15921
H -7.96718 -2.07187 1.46491
C 0.24071 3.01066 1.31219
H 1.84195 -0.48964 0.28408
H -2.55821 -0.04502 -3.45301
C -4.86042 0.42994 1.01219
H 4.32279 -3.03019 3.20266
H -1.90324 3.19875 1.57008
C 1.98889 0.17429 -1.78250
H -1.15160 1.96588 2.61934
C -2.75375 0.20259 -0.78402
C 4.19749 -0.95197 -1.75743
H -1.97570 -1.55997 -2.70784
H -0.45951 3.03358 -0.49375
H -5.67478 0.51875 1.71330
H 1.65605 -0.78391 -2.17959
H 0.42758 3.87156 1.96024
C -7.19148 -2.71877 1.08943
O -1.64772 0.16499 -1.59811
H 6.05514 -1.42406 2.48877
C -3.64206 1.02177 1.30719
H 3.79537 2.58341 0.58310
H 3.81899 0.81406 0.81381
C 5.26951 -1.71199 1.80689
H 0.37985 0.32958 -0.34225
H -3.52286 1.56214 2.23267
C 3.28639 -2.47508 0.03576
H -4.12160 -0.93508 -1.97420
C 4.29887 -2.61525 2.20707
H -7.17324 -0.36875 -0.05107
H 2.52505 -2.79827 -0.66067
H 1.54451 0.96776 -2.39733
O 0.27129 3.46467 -0.02009
H 6.01682 -0.49895 0.21390
H 3.77570 -1.67706 -2.45736
H 2.14233 2.35247 2.17520
C 1.37082 1.94441 1.52261
C -6.34745 -0.95209 -0.45893
H -5.57325 -2.98810 -0.20415
C -3.97544 -0.38528 -1.05834
C 5.24318 -1.18680 0.52582
H 5.21172 -0.71893 -2.09027
N 3.41919 0.27001 -1.90101
H 3.57336 2.32436 -1.84644
C 3.91786 1.45835 -1.26619
H 1.60697 2.37420 -0.40092
H 0.96220 1.04739 1.98642
H 2.56400 -3.72102 1.61528
C 3.31068 -3.00089 1.31661
N 1.96691 1.60320 0.21768
H -0.81309 -0.36831 -3.34004
H -6.48382 -1.04655 -1.53883
O -1.33126 1.45404 0.60618
H -7.15550 -3.71009 1.50692
C 4.24620 -1.55454 -0.37176
C -1.77214 -0.49383 -2.84029
C 1.47189 0.32483 -0.34278
C -5.03934 -0.27167 -0.16765
C 3.44315 1.62875 0.18991
```

Properties
ΔE to the lowest compared entry with this formula, charge and spin = 291.91 kJ/mol
net charge = +1

Results of the natural (NBO) charge analysis, in e, for atoms 1 through 8: 0.233, -0.090, 0.214, -0.167, 0.192, 0.068, 0.231, 0.190